No. 1
Below is a 2-piece molecular cluster, C3H11N3 overall, with properties calculated with ωB97M-V with the def2-TZVPD basis set.

Structure (XYZ):
```
17
Properties=species:S:1:pos:R:3:forces:R:3:mulliken_charge:R:1
C -0.478 1.217 -1.455 0.48 -1.55 4.03 -0.98
H 0.312 1.213 -0.651 -0.63 0.39 -0.79 0.29
N -0.416 -0.473 4.515 -0.72 -1.59 -1.53 -0.60
H 1.217 0.430 -2.668 -1.45 0.35 0.13 0.31
H -1.427 -0.391 4.216 1.34 0.56 0.83 0.24
H -0.422 -0.787 2.501 0.79 -1.06 0.19 0.15
C 0.143 0.863 -2.686 2.02 -0.69 -4.83 -0.13
N -0.585 -0.079 -3.661 0.10 2.64 -0.06 -0.15
N 1.440 -1.457 3.377 -0.83 0.45 0.66 -0.40
H 0.250 1.813 -3.247 0.34 -0.69 -0.36 0.29
H 1.965 -1.645 4.215 -0.43 0.25 0.31 0.24
H -0.721 0.195 -4.702 0.58 -0.84 2.09 0.36
C 0.130 -0.980 3.452 0.38 1.34 0.20 0.18
H 1.908 -1.826 2.579 -0.53 0.04 -0.64 0.18
H -1.126 0.444 -1.053 -0.60 0.05 -0.07 0.35
H -0.924 2.175 -1.480 -0.75 0.76 -0.01 0.33
H -1.264 -0.713 -3.251 -0.10 -0.41 -0.14 0.32
```
Forces are in eV/Å.

Calculated values
Orbital gap (spin up / spin down) in eV: 7.2 / 2.4
HOMO energy (spin up / spin down) in eV: -11.23 / -11.23
Spin multiplicity: 2
Total charge: +1
⟨S²⟩: 0.755
Energy relative to the best compared isomer or geometry (same formula, charge and spin) in kJ/mol: 204.3

No. 2
Below is a 5-piece molecular cluster, C27H21ClF40O8S overall, with properties calculated with ωB97M-V with the def2-TZVPD basis set.

Structure (XYZ):
```
98
Properties=species:S:1:pos:R:3:forces:R:3:mulliken_charge:R:1
H 4.108 -1.277 0.513 -0.20 0.28 -0.12 0.34
F -3.362 2.329 -1.015 -0.35 -0.17 0.02 -0.27
H 6.571 2.315 -6.307 -0.18 -0.30 0.04 0.32
C -2.932 -7.642 4.387 0.88 -0.11 -0.05 -0.72
F -5.212 -5.056 4.152 0.32 0.02 -0.14 -0.23
O -5.187 -0.846 1.775 1.59 0.77 0.44 -0.39
C 1.108 0.575 6.042 3.83 4.96 0.06 0.01
F -2.521 6.005 -0.497 -0.16 0.22 -0.58 -0.29
H -2.029 -7.878 4.958 -0.22 0.21 0.09 0.40
F -5.459 1.588 0.593 0.31 -0.06 -0.13 -0.28
O -0.763 1.358 4.253 0.25 -0.83 4.87 -0.51
H 2.879 -2.494 0.457 -0.23 0.21 -0.05 0.45
H -3.015 0.401 -1.317 -0.15 -0.12 0.03 0.26
O -1.980 1.692 6.593 0.97 0.72 -1.36 -0.29
C 6.322 0.354 -7.281 0.80 -0.46 0.37 0.84
F -4.095 -6.997 2.244 -0.08 0.55 -0.30 -0.28
C 3.022 -1.410 0.497 0.13 -0.75 0.43 -1.02
F -3.735 -8.714 6.304 -0.23 -0.20 -0.43 -0.33
H -6.077 -1.059 -0.007 0.06 0.26 0.17 0.43
F 7.285 1.554 -3.060 -0.16 -0.63 0.04 -0.31
F 5.598 1.616 -4.402 0.02 -0.33 0.64 -0.23
F 1.495 3.560 -3.599 0.19 0.44 0.25 -0.27
C -3.464 -5.920 2.758 1.30 -1.44 0.39 0.66
F -4.256 -6.622 6.053 -0.19 -0.24 -0.18 -0.27
F -2.959 -1.115 1.611 0.16 0.04 0.84 -0.18
H -2.960 -8.396 3.595 -0.30 0.17 0.09 0.33
C -4.881 0.680 -0.233 -0.67 0.09 0.68 0.96
F -0.309 4.502 -4.354 0.25 0.22 0.07 -0.29
H -3.856 -3.860 3.343 0.16 -0.61 -0.13 0.09
C -3.962 -0.886 2.483 -1.04 -1.06 -1.85 0.59
F 4.230 -0.550 -7.942 0.36 0.06 -0.07 -0.28
F 1.055 -0.664 -0.575 0.18 0.13 -0.13 -0.19
H 2.484 2.591 5.772 -0.81 -2.78 0.45 0.34
C 4.797 0.404 -7.159 -0.87 -0.12 -0.43 0.09
F -4.023 -1.989 3.272 0.04 1.01 0.38 -0.40
C 1.409 5.894 -3.460 0.67 0.45 -0.32 0.08
F 3.026 1.451 -0.500 -0.12 -0.07 -0.18 -0.20
C 0.621 4.586 -3.370 -0.91 -0.44 -0.10 0.97
C 2.010 1.546 5.954 -6.10 -4.69 0.26 -0.21
C -0.058 4.300 -2.015 -0.19 -0.72 0.55 -0.67
F 1.107 1.408 1.055 0.08 -0.19 0.17 -0.08
O 2.423 -1.030 1.745 0.21 1.51 -0.42 -0.39
F -3.816 1.498 2.652 -0.03 -0.55 0.33 -0.19
Cl -1.955 3.291 5.969 -0.06 -0.13 0.68 0.03
C -5.095 -0.732 0.346 -0.61 -0.67 -0.20 -0.78
F 2.472 -1.830 -1.737 0.38 0.31 0.02 -0.34
O 7.598 0.892 -5.149 -1.53 -0.50 0.54 -0.42
C 2.802 0.231 2.275 0.86 -1.63 -0.27 0.71
C -4.415 -4.766 3.099 -0.32 0.58 0.34 0.66
F 6.642 0.623 -8.583 -0.40 0.27 0.22 -0.33
C -3.734 0.352 3.359 -1.00 0.83 -0.10 0.10
F 0.651 6.986 -3.225 0.22 -0.21 -0.14 -0.22
H -4.396 -1.462 -0.074 0.10 0.30 0.12 0.32
F 1.928 6.049 -4.706 -0.08 -0.31 0.02 -0.28
C 6.679 0.881 -4.069 0.91 1.54 -1.28 0.72
F 3.899 0.671 1.621 -0.17 0.34 0.42 -0.29
F -1.711 6.685 -3.885 -0.20 -0.19 0.30 -0.21
C -2.405 6.767 -2.728 -0.41 0.40 -0.66 0.23
F -5.588 0.742 -1.402 0.50 -0.20 0.00 -0.33
C -3.431 1.057 -0.547 0.62 0.56 -0.61 0.10
H 2.243 5.897 -2.752 -0.08 -0.17 0.07 0.29
H -3.403 6.362 -2.906 0.05 -0.14 0.22 0.23
H 0.534 4.664 -1.170 -0.05 0.17 -0.28 0.36
F 6.795 -0.893 -7.036 -0.30 0.17 -0.01 -0.28
O -1.443 4.662 -1.886 0.40 1.64 -0.44 -0.36
F 5.352 -0.499 -2.647 0.62 0.10 -0.32 -0.34
F 2.090 2.471 2.677 0.35 -0.29 0.05 -0.27
F 2.361 0.828 -2.470 -0.16 -0.30 0.04 -0.30
C 3.033 0.412 -1.364 0.43 0.39 -0.66 0.41
H 0.858 0.932 2.963 0.28 -0.12 0.04 -0.18
F -0.566 6.614 -1.177 -0.57 0.39 -0.01 -0.27
O -0.072 -0.280 6.152 3.68 3.98 -0.44 -0.35
F -2.627 1.006 0.535 -0.16 0.08 -0.20 -0.22
F 4.359 0.176 -5.903 0.09 -0.01 -0.28 -0.16
H -4.472 0.402 4.163 0.01 -0.25 -0.02 0.24
F -2.590 -5.515 1.805 -0.40 0.37 0.29 -0.28
H 4.410 1.373 -7.488 0.18 0.06 0.00 0.28
C 1.653 1.246 2.284 -0.79 0.34 0.20 0.62
F -2.524 8.089 -2.441 0.10 -0.27 0.36 -0.27
C -4.109 -7.785 5.373 0.52 0.86 0.23 0.88
H 7.202 -1.032 -3.170 0.08 0.24 0.01 0.20
C 2.383 -0.848 -0.789 -0.67 -0.19 0.61 1.04
H -5.342 -9.248 4.337 0.19 0.02 0.03 0.28
O -2.673 -6.331 3.862 -1.53 0.09 -0.57 -0.36
C -5.436 -8.246 4.766 -0.82 -0.45 0.12 0.09
F 3.203 -0.007 3.546 -0.44 0.29 -0.31 -0.25
F 5.861 -1.307 -4.600 0.29 0.30 0.28 -0.21
F -5.239 -4.491 2.055 0.36 -0.23 -0.17 -0.30
S -1.373 0.604 5.423 3.98 0.59 0.74 0.66
H -0.060 3.212 -1.901 -0.08 0.14 -0.24 0.31
F -6.399 -8.300 5.723 0.33 0.02 0.13 -0.28
C 7.100 1.363 -6.411 0.71 0.52 -0.08 -0.66
F -5.897 -7.416 3.808 0.06 -0.17 0.24 -0.19
F -2.483 0.329 3.920 -5.25 -2.11 -5.05 0.13
C 6.328 -0.535 -3.595 0.09 -0.91 -0.15 0.20
H 4.068 0.217 -1.660 -0.65 0.07 0.43 0.15
C -1.709 6.021 -1.582 0.89 -1.67 0.96 0.71
H 8.005 1.611 -6.974 -0.10 -0.29 0.07 0.41
```
Forces are in eV/Å.

Calculated values
Orbital gap in eV: 9.0
HOMO energy in eV: -9.80

No. 3
Below is C32H39CoN6SSb as an isolated structure, with properties calculated with ωB97M-V with the def2-TZVPD basis set.

Structure (XYZ):
```
80
Properties=species:S:1:pos:R:3:forces:R:3:mulliken_charge:R:1
C -2.750 3.294 2.138 0.06 0.05 -0.21 -0.99
H 2.142 6.319 3.336 -0.02 -0.04 0.00 0.39
C -1.941 2.638 1.110 -0.21 -0.10 0.20 1.34
H -4.013 3.058 3.797 0.04 -0.01 -0.01 0.42
H -2.557 3.669 -0.635 0.04 0.01 0.03 0.52
C 1.249 -0.700 3.556 0.01 -0.09 -0.18 -1.20
Co 0.022 0.207 0.552 -0.30 -0.20 -0.74 0.27
C -1.623 3.431 -0.116 0.13 0.07 -0.06 -1.47
C -2.738 -2.797 -0.590 0.06 0.03 -0.08 -0.82
H 2.235 -0.856 3.990 0.15 -0.04 0.14 0.90
C -1.063 -0.361 4.397 0.16 0.35 0.18 -1.58
H -1.628 -0.539 5.312 0.00 -0.07 -0.11 0.16
N 1.214 -1.589 1.228 0.02 -0.03 0.09 1.14
N -1.642 1.387 1.151 0.06 0.18 0.43 0.33
H 1.023 -2.822 -1.758 0.03 0.05 0.05 0.39
C 1.884 4.507 -0.920 -0.03 0.02 0.12 -1.54
H 0.040 -2.414 5.680 0.01 0.06 0.03 0.47
H 1.997 6.494 0.851 0.01 -0.04 0.04 0.38
H 2.857 4.213 -1.320 -0.03 0.03 0.03 0.32
H 0.516 0.614 2.206 -0.17 0.29 0.78 -0.77
H -3.185 -3.730 -2.471 0.03 0.03 0.05 0.41
C 4.936 -0.276 -0.188 -0.06 -0.11 0.08 -0.75
C 1.792 2.974 2.650 -0.05 -0.14 -0.20 0.81
N 0.330 -0.575 4.644 -0.33 -0.11 -0.02 0.54
H -3.372 -3.454 -0.007 -0.01 0.01 -0.01 0.41
C 1.972 4.207 3.363 -0.06 0.03 -0.07 -1.54
H 1.577 -1.217 -1.237 -0.02 0.04 -0.02 -0.12
C -2.643 -2.942 -1.958 -0.04 -0.04 0.09 -0.47
H 1.343 -4.727 0.048 -0.01 0.08 0.06 0.51
H 1.657 -1.686 5.836 -0.05 0.03 0.00 0.39
H -1.136 4.376 0.137 0.06 -0.08 -0.02 0.40
C 1.726 3.116 1.218 0.04 -0.22 -0.03 0.68
C 1.069 -1.859 2.537 0.32 0.11 -0.02 0.70
C 0.590 -1.467 5.765 0.00 0.09 0.05 -1.31
H -3.624 0.588 3.901 0.03 -0.05 -0.02 0.53
H 2.106 0.316 2.068 0.17 -0.09 -0.18 -0.55
S 3.970 0.702 0.980 0.24 0.07 -0.15 0.04
H 1.039 2.181 -0.449 -0.09 0.14 -0.10 -0.43
H 1.036 -5.225 2.472 0.00 0.03 -0.01 0.43
H 5.500 0.374 -0.855 0.01 0.00 0.00 0.35
H 2.748 0.842 -1.074 -0.02 0.02 0.05 0.53
C -1.425 0.890 3.646 0.11 -0.27 -0.05 0.87
C -2.882 1.216 3.419 0.16 0.11 -0.13 -0.16
C -1.878 -2.034 -2.684 0.03 0.03 -0.03 -0.91
N 1.630 1.928 0.334 0.13 0.00 0.21 0.69
C 1.038 -3.160 3.019 -0.07 0.11 0.28 -0.89
H -1.001 2.848 -0.797 -0.02 0.05 0.04 -0.18
H 1.724 5.546 -1.201 -0.02 0.03 0.00 0.43
H -0.768 1.752 3.757 0.04 0.06 -0.03 0.55
C 1.346 -2.612 0.364 -0.01 0.25 -0.02 0.74
H -1.082 0.682 -3.270 0.02 -0.03 0.03 0.36
N 1.395 0.549 2.769 -0.38 -0.10 -0.10 2.07
C -3.260 2.601 3.162 -0.07 -0.03 0.19 -1.00
C -2.040 -1.772 0.068 0.08 0.11 -0.07 -0.57
H 2.053 4.149 4.443 -0.03 0.02 -0.05 0.40
C 1.940 5.529 1.342 0.01 -0.03 0.08 -1.12
H 1.724 1.789 4.495 -0.13 0.00 -0.03 0.27
H 3.491 2.397 -0.608 -0.04 0.08 -0.10 0.57
H 0.244 -0.459 -3.513 -0.05 0.02 0.05 0.33
H -1.818 -2.086 -3.764 0.00 0.00 0.04 0.48
H 1.134 3.914 -1.443 -0.12 -0.04 -0.04 0.21
C -0.404 -0.006 -2.758 -0.02 -0.11 0.02 -1.02
H 5.634 -0.872 0.396 0.03 -0.01 -0.03 0.41
H 0.280 -0.986 6.694 -0.02 0.02 -0.01 0.35
C -1.192 -1.046 -2.003 -0.08 0.06 0.29 0.62
N -1.231 -0.953 -0.653 0.01 -0.06 -0.36 0.68
C 1.254 -3.928 0.776 0.03 -0.17 -0.03 -1.02
Sb -2.363 -1.572 2.232 0.14 -0.04 -0.31 0.55
H 0.929 -3.341 4.081 0.06 -0.01 -0.17 0.33
C 2.924 1.539 -0.250 -0.12 -0.03 0.21 -0.93
H 4.295 -0.942 -0.770 0.05 0.05 0.05 0.05
C 1.829 4.374 0.589 0.07 -0.16 0.01 1.12
H 0.208 0.576 -2.068 0.03 0.00 0.04 -0.22
C 1.715 1.805 3.419 0.24 0.12 -0.08 -1.43
C -2.005 0.598 2.294 -0.09 -0.01 -0.11 -0.69
C 1.096 -4.201 2.124 -0.04 -0.19 -0.02 -0.92
H -3.034 4.327 1.976 0.01 -0.07 -0.03 0.48
C 2.021 5.421 2.739 0.04 -0.02 -0.04 -0.77
H 2.708 -2.581 -1.277 -0.06 -0.02 0.00 0.50
C 1.676 -2.286 -1.065 -0.06 -0.05 0.03 -1.43
```
Forces are in eV/Å.

Calculated values
Orbital gap (spin up / spin down) in eV: 5.6 / 5.8
HOMO energy (spin up / spin down) in eV: -5.14 / -5.43
Spin multiplicity: 4
⟨S²⟩: 3.790

| no. | DFT total energy (Ha) |
| --- | --- |
| 1 | -284.780495 |
| 2 | -6496.018570 |
| 3 | -3592.278132 |